No. 1
C4H8CaF3O5S | ωB97M-V with the def2-TZVPD basis set

## Properties
HOMO level (spin up / spin down): -12.235 / -12.255 eV
total charge: +1
frontier orbital gap (spin up / spin down): 7.45 / 7.47 eV

Geometry as XYZ:
```
22
C4H8CaF3O5S ωB97M-V with the def2-TZVPD basis set
Ca -2.07063 1.18261 0.44029
S 1.49278 0.32528 0.77094
F 2.01348 2.92553 0.61177
F 0.35280 2.22450 -0.59737
F 2.38180 1.82401 -1.20080
O 2.68316 0.57909 1.78348
O 1.73053 -0.71166 -0.22505
O -2.35063 -0.92825 0.95656
O -0.49912 0.04523 1.12574
O -2.61145 -0.13251 -1.12453
C 1.59794 1.95542 -0.16125
C -2.62741 -1.33636 -0.31329
C 3.30857 -0.55561 2.43164
C -2.59828 -0.26410 -2.53399
H 4.37377 -0.48444 2.19574
H -3.27174 -1.07831 -2.83575
H -1.82555 -1.99083 -0.70000
H 3.05684 -0.45260 3.49125
H 2.98549 -1.55588 2.12509
H -3.62395 -1.79885 -0.41766
H -2.91951 0.70163 -2.93582
H -1.57888 -0.47389 -2.88700
```

Results of the natural (NBO) charge analysis, in e, for atoms 1 through 6: 1.82, 1.85, -0.28, -0.35, -0.27, -0.66


No. 2
C4H8CaO10V3 | ωB97M-V with the def2-TZVPD basis set

## Properties
HOMO level: -17.286 eV
total charge: +3
frontier orbital gap: 3.13 eV

Geometry as XYZ:
```
26
C4H8CaO10V3 ωB97M-V with the def2-TZVPD basis set
V 1.11031 -0.88252 3.39721
V -2.62500 0.59319 2.09488
V 0.92089 -3.64270 -0.08046
Ca -2.95112 -3.47954 1.89615
O 0.27633 -4.74246 -1.05873
O 2.48829 -1.62125 3.37113
O 2.48609 -3.69156 -0.28665
O 0.52705 0.26174 -1.36646
O -2.97901 0.63542 0.54693
O 1.29149 0.68450 2.92653
O 0.69002 -1.65786 0.97719
O -1.14154 -2.64252 0.73751
O -0.89454 -0.91748 2.03709
O -1.73066 1.89285 2.38658
C 0.28771 2.48620 -0.58026
C 0.57147 1.73476 -3.07354
C -0.02148 1.47962 -1.71294
C -0.49917 -1.65076 1.13299
H 0.29240 1.05816 -3.88126
H -0.49736 3.24227 -0.57058
H 0.10631 1.99754 0.37704
H 0.34795 2.77090 -3.32758
H 1.28466 2.92373 -0.52759
H 1.65670 1.77157 -2.97858
H -1.09626 1.41440 -1.88230
H 0.09848 -0.01819 -0.55431
```

Results of the Löwdin charge analysis, in e, for atoms 1 through 6: 1.16, 1.13, 1.12, 1.86, -0.23, -0.16


No. 3
C4H8Cl2N2 | ωB97M-V with the def2-TZVPD basis set

## Properties
HOMO level: -8.920 eV
structure (SMILES): C/N=C\NCC(Cl)Cl
total charge: 0
frontier orbital gap: 9.54 eV

Geometry as XYZ:
```
16
C4H8Cl2N2 ωB97M-V with the def2-TZVPD basis set
Cl 2.92218 -1.15681 -0.10683
Cl 2.28638 1.75004 -0.58405
N -0.15643 1.06159 0.80218
N -1.84278 0.23462 -0.71005
C 0.74370 -0.05966 0.85735
C -1.23667 1.13802 -0.00836
C -1.58537 -1.24240 -0.58050
C 1.64514 0.05576 -0.31241
H 0.37718 1.93641 0.89728
H 1.25844 0.38954 1.78356
H -2.18497 -1.87422 -1.24597
H -1.51325 -1.71581 0.44828
H 0.38416 -1.13918 0.98012
H -1.64510 2.28544 -0.03856
H 1.20826 -0.19970 -1.27201
H -0.66087 -1.46366 -0.91002
```

Results of the natural (NBO) charge analysis, in e, for atoms 1 through 6: -0.02, -0.06, -0.64, -0.52, -0.30, 0.30


No. 4
C4H8Cl2O2 | ωB97M-V with the def2-TZVPD basis set

## Properties
HOMO level: -10.425 eV
structure (SMILES): CC(C)(OO)C(Cl)Cl
total charge: 0
frontier orbital gap: 11.06 eV

Geometry as XYZ:
```
16
C4H8Cl2O2 ωB97M-V with the def2-TZVPD basis set
Cl -2.62680 1.00054 0.48111
Cl -2.10994 -1.51176 -0.55948
O 0.60988 2.00355 -1.18375
O 0.59760 1.36103 0.11223
C 0.85217 -0.97708 -0.57780
C -1.42772 0.08258 -0.40979
C 0.03317 0.06485 0.17575
C 0.08655 -0.17299 1.67865
H 1.80098 -1.36134 0.01210
H -1.24570 0.42951 -1.40381
H 1.19362 0.03443 1.82678
H 1.48060 2.10340 -1.55157
H -0.67683 0.42039 2.11961
H -0.11157 -1.25511 1.77619
H 1.18953 -0.38398 -1.54674
H 0.35445 -1.83803 -0.94947
```

Results of the natural (NBO) charge analysis, in e, for atoms 1 through 6: 0.01, -0.01, -0.47, -0.28, -0.66, -0.26


No. 5
C4H8Cl2S | ωB97M-V with the def2-TZVPD basis set

## Properties
⟨S²⟩: 2.01
HOMO level (spin up / spin down): -6.142 / -10.021 eV
multiplicity: 3
total charge: 0
frontier orbital gap (spin up / spin down): 6.83 / 7.41 eV

Geometry as XYZ:
```
15
C4H8Cl2S ωB97M-V with the def2-TZVPD basis set
Cl -2.30993 0.54388 1.40980
Cl -2.13311 -1.14082 -0.88813
S -0.55176 1.80188 -1.35652
C 0.93312 0.61853 0.98288
C -1.21670 -0.60390 0.48700
C 0.90709 -0.83742 -1.03198
C 0.04785 -0.04029 -0.13860
H 0.84475 -0.05237 1.83034
H 1.17007 -1.73153 -0.65553
H -0.99201 -1.51283 1.15589
H 0.51814 -1.04846 -2.05503
H 2.09151 0.76112 0.58738
H 1.78913 -0.16968 -1.09244
H 0.60470 1.62014 1.31283
H -1.70284 1.79175 -0.54790
```

Results of the natural (NBO) charge analysis, in e, for atoms 1 through 6: -0.06, -0.01, 0.11, -0.67, -0.26, -0.67


No. 6
C4H8Cl2Si | ωB97M-V with the def2-TZVPD basis set

## Properties
HOMO level: -10.045 eV
structure (SMILES): C[Si](C)(Cl)/C=C/Cl
total charge: 0
frontier orbital gap: 10.39 eV

Geometry as XYZ:
```
15
C4H8Cl2Si ωB97M-V with the def2-TZVPD basis set
Cl 1.73687 -1.93199 0.80643
Cl -3.97520 0.38335 0.37243
Si 0.51783 -0.36371 -0.08370
C 1.47844 -0.23103 -1.66397
C -1.37915 -0.20786 -0.55150
C 0.58870 0.75073 1.46364
C -2.27343 0.00539 0.42255
H 0.57888 0.06838 2.32549
H 1.41895 -1.26749 -1.98208
H -2.04101 -0.09674 1.45757
H 1.47993 1.38588 1.54346
H 1.41018 0.52353 -2.53279
H -1.74044 -0.09935 -1.59147
H 2.52923 -0.15535 -1.50750
H -0.32976 1.23626 1.52146
```

Results of the natural (NBO) charge analysis, in e, for atoms 1 through 6: -0.42, 0.00, 1.59, -1.17, -0.67, -1.11


Number 1: maximum force 4.06 eV/A. Number 2: maximum force 8.26 eV/A. Number 3: maximum force 3.97 eV/A. Number 4: maximum force 3.82 eV/A. Number 5: maximum force 4.03 eV/A. Number 6: maximum force 2.11 eV/A.